Entry 1:
DFT (wB97M-V/def2-TZVPD) results for a 10-piece molecular cluster, C18H54BF4O9 overall at a distorted geometry.

total charge = -1
HOMO level = -7.19 eV
E = -49513.168 eV
frontier orbital gap = 9.72 eV
max |F| = 0.160 hartree/bohr
energy above the lowest of the compared OMol25 structures with the same formula, charge and spin = 243.4 kcal per mole

Each line ends with the Mulliken charge.
Cartesian coordinates (Å):
F 0.57703 0.29793 0.61296  -0.0796
F -0.10186 0.07408 -1.59193  0.0914
F -0.87491 1.76731 -0.28559  -0.4252
F -1.56328 -0.14762 0.22029  -0.0415
O 1.39254 -0.93420 3.22394  -0.5850
O -4.14728 -1.27130 -0.71339  -0.5657
O -0.61255 -5.33552 -0.62929  -0.5162
O 1.13011 1.98411 -3.23467  -0.5135
O -3.16750 3.23336 0.41075  -0.6227
O 0.18760 -1.75059 -3.58169  -0.5977
O 1.20067 2.74438 1.76563  -0.5705
O 3.89718 -2.49146 -0.96025  -0.6169
O -2.08836 1.99181 4.25506  -0.5990
C -2.31326 4.41101 0.47183  0.0127
C -1.20904 -4.57716 0.36386  -0.4412
C -3.09245 5.63338 0.96192  -1.3389
C -0.47508 -3.40962 0.88404  -0.6399
C -5.80258 -1.97611 0.90070  -1.2564
C 2.64946 2.38276 -5.15472  -1.5467
C 4.04934 -0.27208 -1.76208  -1.1300
C -0.45532 -2.93909 -3.23149  0.5019
C -1.60758 0.99607 3.41684  0.9707
C 2.24677 3.14583 0.90517  0.1821
C 3.11444 -1.46675 -1.42672  0.8505
C -2.24312 -0.31895 3.83342  -1.2438
C 3.70000 -0.36699 2.91879  -1.0543
C 1.59575 1.40687 -4.38407  0.1780
C 3.58765 3.26449 1.74594  -1.1539
C -0.57991 -3.81760 -4.41431  -1.6001
C 2.36955 0.03124 3.66465  -0.0484
C -4.36918 -2.20688 0.31873  0.1090
B -0.51274 0.47316 -0.26366  0.0690
H 2.22598 4.11645 0.33681  0.3268
H 4.74582 0.18254 -0.76339  0.1208
H 0.81620 1.94571 1.44859  0.1120
H -5.82411 -2.58026 1.76685  0.3766
H -3.30524 -0.35574 3.71985  0.3479
H -1.36460 2.55455 4.29562  0.3881
H -1.03473 -3.29777 -5.07833  0.4590
H 3.65993 0.52578 -2.41482  0.1969
H -6.02548 -0.85314 1.26054  0.2000
H 2.27070 0.51912 -4.21030  0.1079
H -3.70468 -1.93741 0.97937  0.2013
H -0.97762 -2.88636 1.82425  0.0713
H 4.82383 -0.53219 -2.47270  0.4492
H 1.08966 -0.78097 2.37602  0.1187
H 0.58185 1.43320 -2.67037  0.2947
H 1.83828 1.13440 3.53180  0.0404
H 0.68460 0.97450 -5.10929  0.1773
H -2.05533 4.49226 -0.47706  0.3480
H 4.25497 2.45473 1.99436  0.2548
H 4.20135 -1.26146 3.04515  0.3816
H -0.43313 1.00502 3.65916  -0.3172
H -0.06696 -0.85435 -3.14906  0.3043
H -2.21204 -4.22253 -0.06196  0.0255
H -2.01881 -0.39088 5.05805  0.2803
H 2.40374 2.32614 0.18810  0.0544
H 2.40961 -0.23965 4.65650  0.4487
H -1.68505 -5.02669 1.16730  0.5415
H 0.25691 -3.44925 -2.37849  -0.0684
H -6.48281 -2.13053 0.09989  0.3887
H 3.36150 -3.11388 -0.72918  0.2893
H -1.17597 -5.97362 -0.83166  0.3166
H 2.47328 -1.21290 -0.64044  -0.3971
H 4.16767 3.80783 0.94309  0.3914
H -1.45678 -1.01619 3.42029  0.2504
H -2.55079 2.44842 0.20904  0.3237
H -1.53459 4.35702 1.07543  0.1993
H 0.27661 -3.84729 1.39699  0.6560
H 4.42331 0.36030 3.33759  0.3035
H -1.26640 -4.66498 -4.05162  0.2575
H 3.53643 2.71456 -4.67443  0.3421
H 3.42271 3.74994 2.76148  0.2189
H -3.39500 -0.87248 -0.44336  0.3985
H -2.40498 6.47338 1.31615  0.3204
H 2.90263 1.93369 -6.00824  0.5435
H -3.99530 5.78101 0.31160  0.2943
H 2.19131 3.24682 -5.69331  0.3704
H 3.52073 -0.13745 1.94835  0.1675
H -3.56607 5.52949 1.87864  0.4103
H 0.48550 -3.82939 -4.58684  0.3893
H -1.40832 -2.61036 -2.89182  0.2951
H -1.88993 1.12538 2.31891  -0.1153
H -4.26538 -3.18057 -0.21216  0.1314
H -0.04771 -2.67386 0.28514  -0.0187
H 2.64055 -1.81599 -2.30274  0.2527


Entry 2:
DFT (wB97M-V/def2-TZVPD) results for a 11-piece molecular cluster, C18H56N2O11 overall at a distorted geometry.

HOMO level = -8.40 eV
E = -45073.428 eV
frontier orbital gap = 8.40 eV
max |F| = 0.042 hartree/bohr
energy above the lowest of the compared OMol25 structures with the same formula, charge and spin = 63.8 kcal per mole
SMILES string = CC1(C)CCCC(C)(C)N1O.CC1(C)CCCC(C)(C)N1O.O.O.O.O.O.O.O.O.O

Each line ends with the Mulliken charge.
Cartesian coordinates (Å):
O 5.35841 -0.99561 -15.67372  -0.6201
O 9.60500 -0.82775 -12.64033  -0.6307
O 7.63750 3.17877 -16.83089  -0.6191
O 7.12061 1.68738 -9.66182  -0.6388
O 9.02612 -4.73416 -15.98834  -0.6372
O 4.93500 -6.94303 -16.35976  -0.4118
O 13.28501 -2.92711 -13.24668  -0.6359
O 3.17562 0.08678 -11.63277  -0.6355
O 14.01076 2.83694 -4.70207  -0.4593
O 11.36259 2.13686 -15.72801  -0.6218
O 9.76200 -0.84603 -18.19992  -0.6247
N 5.40839 -8.14403 -15.74036  0.3868
N 15.17335 1.99147 -4.79491  0.0837
C 5.59571 -10.89378 -14.72571  -0.7489
C 16.16468 0.02259 -5.74237  -1.2320
C 13.76563 -0.22497 -4.91766  -1.5564
C 17.29401 1.15599 -3.91222  -1.2458
C 6.67638 -8.75154 -17.70731  -1.8728
C 16.97287 -0.21999 -4.45273  -0.5063
C 5.52536 -9.68132 -13.78830  -1.2919
C 6.24539 -10.55695 -16.05021  -1.0653
C 16.48333 3.50538 -3.23876  -1.8558
C 5.26858 -7.23284 -13.49811  -1.9834
C 3.34854 -8.56945 -14.43473  -1.4935
C 15.24091 1.58172 -2.33601  -1.5796
C 14.27928 1.12333 -6.97251  -1.9022
C 4.88543 -8.39613 -14.35867  1.5984
C 16.01690 2.07025 -3.57817  1.4890
C 14.81313 0.76515 -5.55319  1.5610
C 5.63253 -9.25397 -16.71815  1.2151
C 4.28317 -9.66043 -17.46100  -1.5081
H 2.76478 -8.39248 -13.53140  0.4172
H 14.23928 2.00525 -2.26211  0.3095
H 9.71242 -1.72734 -17.82969  0.3127
H 4.61437 -1.56494 -15.86992  0.3096
H 17.79862 1.71998 -4.69668  0.3895
H 10.91091 1.99050 -16.55915  0.3108
H 2.91672 -7.86114 -15.14180  0.2822
H 5.06755 -7.56686 -12.48021  0.3899
H 17.80474 1.05615 -2.95446  0.3901
H 6.14183 -11.76392 -14.36141  0.3914
H 3.12187 -9.59507 -14.72598  0.3134
H 6.50509 -9.39860 -13.40318  0.4309
H 3.74354 -8.80278 -17.86266  0.3327
H 7.46390 2.42236 -10.16994  0.3275
H 12.44540 -2.47895 -13.34886  0.3204
H 6.90580 -9.63788 -18.29879  0.3949
H 11.09019 1.40484 -15.17469  0.3080
H 9.29921 -0.36356 -11.86106  0.3211
H 8.80425 -1.06499 -13.10802  0.3149
H 14.85922 1.95962 -7.36289  0.4380
H 6.20639 -11.34837 -16.79869  0.4565
H 15.62415 4.17193 -3.16391  0.4088
H 17.14635 3.93312 -3.99080  0.3918
H 6.29936 -6.87947 -13.52492  0.3840
H 9.70466 -5.19271 -15.49283  0.3075
H 8.00086 2.97528 -17.69273  0.3082
H 8.28977 -5.34539 -16.00926  0.3332
H 15.15221 0.49831 -2.25580  0.3336
H 6.31205 -7.89066 -18.26788  0.3652
H 3.65870 -10.17276 -16.72912  0.3374
H 17.89188 -0.76765 -4.66147  0.3321
H 12.70920 -0.02876 -5.10083  0.4153
H 13.05539 -3.79294 -12.90929  0.3090
H 4.98362 -9.98995 -12.89424  0.4232
H 16.08213 -0.96957 -6.18613  0.4450
H 7.65758 2.34606 -16.35928  0.3086
H 4.72489 -6.34644 -13.82490  0.4066
H 3.21991 -0.25665 -10.74039  0.3153
H 7.55893 -8.49134 -17.12290  0.4283
H 17.08245 3.60864 -2.33405  0.3891
H 13.47659 2.37314 -4.05310  0.3546
H 4.08699 0.25957 -11.86892  0.3201
H 7.28772 -10.33110 -15.82513  0.3863
H 16.76148 0.66322 -6.39160  0.3966
H 15.84411 1.81038 -1.45739  0.4706
H 4.58499 -11.25106 -14.92287  0.3177
H 13.25415 1.48732 -6.90369  0.3797
H 9.50230 -0.95507 -19.11474  0.3115
H 6.05096 -1.29401 -16.26327  0.3110
H 14.00481 -0.42973 -3.87413  0.2805
H 4.00711 -7.07953 -16.56467  0.2888
H 13.92492 -1.17559 -5.42665  0.4051
H 14.43435 0.32257 -7.69559  0.3631
H 4.42594 -10.37668 -18.27015  0.4303
H 16.37264 -0.75786 -3.71889  0.3107
H 7.13496 1.99476 -8.75543  0.3127


Q: Among the records above, which one has the highest HOMO level?
A: C18H54BF4O9


Q: Among the records above, which one has the highest frontier orbital gap?
A: C18H54BF4O9


Q: Which formula does entry 2 have?
A: C18H56N2O11